# 1
98
Properties=species:S:1:pos:R:3:forces:R:3 method="wB97M-V/def2-TZVPD" total_charge=+1 homo_ev=-10.842 energy_ha=-2562.75963 max_force_ev_per_a=6.94 orbital_gap_ev=5.52 lumo_energy_ha=-0.1954
C 0.51965 0.46509 -4.17312 1.236 -0.146 0.342
C 0.98991 -0.28289 -3.34701 0.053 0.499 0.181
N 1.71486 -0.92907 -2.29917 -0.300 1.059 -1.433
F 0.93043 -1.14242 -1.20128 0.269 0.017 0.167
S 2.40197 -2.53638 -2.89817 -2.495 -4.593 -4.565
O 1.50787 -3.58857 -2.49208 1.260 1.698 1.413
O 2.45621 -2.40278 -4.33309 0.943 1.479 1.765
C 4.15724 -2.79678 -2.29333 2.553 -0.704 1.692
F 4.93506 -3.39800 -3.18323 -1.586 0.813 0.367
F 4.08977 -3.57736 -1.20246 -0.289 1.052 -0.994
F 4.70450 -1.59937 -1.98128 -0.819 -0.797 -0.167
H 0.36060 1.23665 -4.94724 -0.357 -1.018 0.790
H 2.54725 -0.32283 -2.04289 -0.754 1.003 0.479
C 3.49237 4.58732 -1.38557 0.092 0.130 0.119
C 2.17949 3.81825 -1.28306 0.232 -0.009 -0.372
C 2.35935 2.35027 -0.86139 -0.589 0.320 0.435
O 2.83120 1.49089 -1.90555 0.368 -0.575 0.245
C 4.24338 1.51368 -2.11435 0.127 0.055 -0.369
N 1.45854 3.93322 -2.55783 -0.070 -0.514 0.124
H 4.05473 4.33773 -2.28726 -0.049 -0.039 0.012
H 3.29818 5.66021 -1.41973 -0.050 -0.102 -0.022
H 4.13023 4.39392 -0.51909 -0.004 0.013 -0.031
H 1.57953 4.30619 -0.50894 -0.025 -0.148 0.018
H 1.37666 1.95686 -0.58252 0.024 -0.049 -0.106
H 2.99437 2.26072 0.02769 0.148 -0.026 -0.128
H 4.79768 1.64572 -1.18299 -0.092 0.057 0.006
H 4.51525 2.28705 -2.83235 0.062 0.047 0.135
H 4.51330 0.55174 -2.54934 0.116 0.115 -0.049
H 0.54183 3.50210 -2.45786 -0.094 0.256 0.034
H 1.93413 3.33558 -3.23274 0.065 0.249 -0.058
C -0.80875 4.74667 2.94342 -0.188 -0.088 -0.068
C 0.47517 3.97405 2.65985 -0.063 0.372 0.281
C 1.07429 3.29445 3.90445 0.238 -0.117 -0.157
O 1.75194 4.17498 4.78455 -0.282 -0.222 -0.042
C 0.90996 4.88070 5.68319 0.275 0.199 0.030
N 1.44098 4.87604 2.01713 0.183 -0.258 -0.003
H -0.62181 5.69806 3.44311 0.093 -0.063 0.002
H -1.32671 4.97587 2.01001 0.054 -0.009 0.052
H -1.49180 4.16211 3.56379 -0.029 0.055 -0.051
H 0.22398 3.18003 1.94636 0.085 -0.065 0.039
H 1.83403 2.58178 3.56568 0.049 0.060 0.043
H 0.31884 2.71131 4.44607 -0.104 0.103 0.010
H 0.05276 4.27976 5.99842 -0.033 0.000 -0.082
H 0.57234 5.81628 5.23360 -0.192 -0.022 0.078
H 1.49965 5.13277 6.56538 0.032 -0.084 -0.059
H 2.26072 4.33730 1.74483 -0.001 0.032 0.016
H 1.79517 5.50239 2.73870 -0.105 0.053 -0.111
C -3.40401 -2.83401 1.70103 -0.195 -0.124 -0.039
C -1.93854 -3.17216 1.44820 -0.172 0.298 0.180
C -1.02759 -2.92521 2.66396 0.234 -0.127 -0.144
O -0.71132 -1.55952 2.89437 -0.133 -0.227 0.108
C -1.70262 -0.83120 3.60228 0.195 0.192 -0.191
N -1.47524 -2.43047 0.26842 0.310 0.058 -0.007
H -3.59161 -1.75931 1.69588 0.089 -0.013 0.026
H -4.03232 -3.26957 0.92161 0.082 0.043 0.012
H -3.73935 -3.23607 2.65971 0.022 0.035 -0.020
H -1.88908 -4.24117 1.21874 0.115 0.037 0.019
H -0.06828 -3.41548 2.46937 0.007 0.081 -0.001
H -1.43490 -3.38638 3.57129 -0.120 0.069 -0.011
H -2.21156 -1.44922 4.34636 -0.041 -0.035 -0.053
H -2.42683 -0.39926 2.90861 -0.146 -0.054 0.132
H -1.20743 -0.00702 4.11718 0.072 -0.079 -0.008
H -0.52799 -2.73026 0.04876 -0.094 -0.157 -0.038
H -1.36264 -1.45709 0.55056 -0.152 -0.064 -0.004
C 3.07144 -7.44336 -6.44111 0.116 -0.197 0.069
C 2.13068 -6.55354 -5.63529 0.132 -0.026 -0.343
C 0.78892 -6.27792 -6.33672 -0.107 0.172 0.231
O 0.85963 -5.32178 -7.38361 -0.043 -0.303 0.062
C 1.30456 -5.83733 -8.62910 0.039 0.323 -0.046
N 2.82790 -5.30597 -5.29593 -0.124 0.128 0.106
H 3.54595 -6.91035 -7.26598 -0.084 0.036 0.026
H 3.87377 -7.82054 -5.80364 -0.048 0.073 -0.017
H 2.54079 -8.30593 -6.85038 0.013 0.046 -0.007
H 1.90645 -7.08201 -4.70301 -0.089 0.082 -0.010
H 0.10541 -5.84826 -5.59723 0.025 0.062 -0.057
H 0.32288 -7.20528 -6.69030 0.117 -0.042 -0.068
H 0.96449 -6.86305 -8.79248 0.050 -0.024 0.061
H 2.39286 -5.78332 -8.69687 0.016 -0.186 -0.095
H 0.89343 -5.20641 -9.41817 -0.053 -0.006 0.087
H 2.23309 -4.75757 -4.68293 -0.089 -0.149 -0.052
H 2.87570 -4.74722 -6.14709 0.090 -0.071 0.056
C -4.00279 1.56755 4.37901 0.207 -0.115 0.067
C -4.46889 2.90531 4.94417 -0.231 -0.145 -0.269
C -5.87229 2.85282 5.57485 0.008 0.275 0.110
O -6.93664 2.83257 4.63670 0.159 -0.231 0.217
C -7.22765 1.55455 4.09695 -0.147 0.236 -0.193
N -4.38564 3.92136 3.88836 -0.125 0.063 0.140
H -4.48315 1.32536 3.42977 -0.061 0.064 0.047
H -2.92609 1.59097 4.19378 -0.098 0.105 0.002
H -4.20081 0.75364 5.08144 -0.017 0.011 -0.033
H -3.76745 3.18268 5.73811 -0.096 0.056 0.034
H -6.01382 3.76977 6.15456 -0.040 -0.002 -0.083
H -5.96436 2.01916 6.28212 0.034 -0.100 -0.087
H -7.07472 0.75638 4.82850 0.078 0.007 0.000
H -6.62531 1.37161 3.20419 0.031 -0.203 0.035
H -8.27541 1.55025 3.79383 0.029 0.059 0.069
H -4.60557 4.82942 4.29053 0.128 0.003 -0.025
H -5.15611 3.75101 3.24355 0.119 -0.026 -0.002


# 2
99
Properties=species:S:1:pos:R:3:forces:R:3 method="wB97M-V/def2-TZVPD" total_charge=+5 homo_ev=-18.026 energy_ha=-2554.69499 max_force_ev_per_a=7.18 orbital_gap_ev=8.55 lumo_energy_ha=-0.3483
C 4.91839 -8.98366 -2.19511 0.184 0.763 0.771
C 3.97939 -7.78364 -2.23054 -3.649 -0.887 -5.127
O 3.12763 -7.57953 -3.14256 4.031 -0.169 4.927
N 4.05670 -6.81979 -1.03757 0.936 1.374 -1.422
H 3.41603 -7.14295 -0.32680 -0.823 0.275 0.183
H 4.95911 -6.93046 -0.59766 0.596 -0.211 0.047
C 3.95518 -5.26599 -1.42248 -0.766 -1.091 0.535
H 4.55299 -9.76505 -1.52876 -0.354 0.111 0.243
H 5.86609 -8.66163 -1.76354 0.223 -0.087 -0.088
H 5.10376 -9.49206 -3.14129 -0.364 0.610 -0.211
H 4.35970 -5.07784 -2.41700 -0.037 -0.546 0.108
H 4.51451 -4.69365 -0.68244 -0.122 -0.289 0.069
H 2.89077 -5.03403 -1.38600 0.252 0.092 -0.098
C -1.84698 7.35510 -1.26813 0.463 0.419 -0.963
C -2.20172 8.82651 -1.31241 -4.172 2.671 4.722
O -2.88542 9.39785 -0.39622 4.107 -2.762 -5.197
N -2.02496 9.58859 -2.63163 0.559 -1.419 -0.734
H -1.20053 10.16533 -2.71991 0.425 0.705 0.822
H -1.77014 8.84511 -3.26600 -0.255 -0.470 -0.605
C -3.22094 10.32836 -3.13156 -0.059 1.132 1.631
H -2.82087 6.86559 -1.27132 0.062 -0.250 1.359
H -1.07389 7.21537 -0.51254 -0.917 -0.358 0.782
H -1.40593 6.82847 -2.11444 0.307 0.952 -0.764
H -3.19525 11.22590 -2.51360 -0.419 0.138 -0.123
H -4.08699 9.76048 -2.79160 -0.122 0.088 -0.828
H -3.09744 10.65531 -4.16400 -0.215 -0.650 0.006
C 2.88592 -5.94063 8.60317 0.060 -0.106 -1.389
C 2.52344 -4.53459 8.80868 -0.796 0.517 5.546
O 2.06264 -4.18864 9.89202 0.916 0.471 -3.887
N 2.93792 -3.51262 7.75587 -0.211 0.418 -0.623
H 3.51562 -2.78609 8.15400 0.339 0.227 0.898
H 3.56068 -3.96926 7.10491 -0.004 -0.296 -0.608
C 1.80068 -2.74009 7.10584 -0.364 -0.318 0.437
H 3.57615 -6.32577 9.35373 0.177 0.444 0.037
H 3.31198 -6.00296 7.60183 -0.096 -0.977 0.004
H 1.96994 -6.50920 8.76384 0.015 -0.217 -0.449
H 1.34827 -2.27201 7.98010 -0.453 0.072 -0.393
H 1.13149 -3.42569 6.58601 0.037 -0.011 0.315
H 2.13613 -1.98822 6.39151 0.456 -0.151 0.248
C 2.94146 2.35968 -5.72500 -1.648 -0.347 1.030
C 1.56322 1.68877 -5.95547 1.141 -4.735 -2.005
O 1.33744 0.47660 -6.15178 0.630 5.432 1.274
N 0.39165 2.62498 -6.28070 -0.971 -0.540 2.617
H 0.56391 3.60707 -6.11968 0.558 0.341 0.404
H 0.24589 2.59274 -7.27960 -0.731 -0.702 -0.530
C -0.86782 2.24061 -5.36755 -0.888 0.115 -2.140
H 3.54862 1.71646 -5.08804 -0.030 -0.236 -0.363
H 2.76602 3.25583 -5.12982 0.158 0.280 -0.214
H 3.44514 2.59121 -6.66351 -0.180 -0.096 -0.062
H -1.69083 2.83821 -5.75952 0.174 0.312 0.019
H -0.81876 2.41210 -4.29225 1.100 0.050 -0.266
H -1.19066 1.22818 -5.61017 0.713 -0.102 0.158
C 5.40965 7.63994 -1.44896 -0.334 -0.571 0.217
C 6.42087 8.00878 -2.51388 1.718 -2.029 2.512
O 7.46506 7.39596 -2.58546 -2.611 2.891 -1.452
N 6.02382 9.35497 -3.23884 2.765 0.264 -0.510
H 5.44161 9.10065 -4.02398 0.367 -0.125 -1.048
H 5.34835 9.86431 -2.68711 0.196 0.342 0.892
C 7.34037 10.27854 -3.60302 -1.351 -0.392 -0.484
H 5.71654 6.73560 -0.92352 0.403 -0.071 -0.421
H 4.40651 7.40681 -1.80598 -0.081 0.435 -0.257
H 5.35860 8.36083 -0.63299 -0.064 0.546 -0.313
H 7.89131 9.80601 -4.41621 0.097 -0.654 0.658
H 7.87714 10.47524 -2.67496 -0.072 -0.475 -0.172
H 7.04946 11.22265 -4.06361 -0.747 -0.028 0.431
C -8.33219 -7.03671 1.24134 0.995 0.204 -0.338
C -7.84422 -5.72133 1.97808 0.121 -2.378 -0.704
C -6.29103 -5.76623 2.24020 -1.057 0.652 1.374
N -5.58089 -4.44261 2.10649 1.947 2.501 -2.398
C -4.04152 -4.61399 2.25706 -0.326 -0.118 1.142
C -5.66884 -3.75916 0.65476 0.305 -0.800 1.116
C -5.31045 -2.29598 0.88136 0.869 -0.104 0.737
C -5.54293 -1.96267 2.39929 -0.952 0.331 -1.300
C -6.06580 -3.24881 2.97868 -0.675 -1.533 0.977
H -9.41697 -7.06936 1.13992 0.146 0.456 -0.486
H -8.12189 -8.01156 1.68128 0.347 0.336 0.993
H -7.76225 -7.13721 0.31767 -0.636 0.243 -0.573
H -8.46075 -5.82401 2.87108 0.567 1.053 0.450
H -8.14407 -4.87562 1.35923 -0.032 0.008 0.238
H -5.70001 -6.51948 1.71924 -0.344 0.185 -0.487
H -6.17578 -5.99345 3.30001 0.149 -0.210 0.077
H -3.56348 -5.23454 1.49910 -0.824 -0.579 0.090
H -3.86771 -4.97065 3.27228 -0.024 -0.431 -0.164
H -3.42031 -3.72068 2.19227 -0.954 0.677 -0.041
H -4.91246 -4.26995 0.05888 -0.366 -0.087 -0.144
H -6.66483 -3.91746 0.24118 0.119 0.008 0.207
H -4.23806 -2.11982 0.79742 -0.063 -0.182 -0.868
H -5.84881 -1.69458 0.14884 0.056 0.225 0.379
H -4.67321 -1.53403 2.89726 0.103 -0.411 -0.150
H -6.29017 -1.16914 2.39261 -0.208 -0.215 0.589
H -5.84460 -3.45505 4.02588 0.661 -0.002 -0.060
H -7.15270 -3.32602 3.00691 -0.083 0.139 -0.628
P 1.91887 0.69868 0.86776 -0.228 -0.738 1.687
F 0.66210 0.92152 1.94034 1.075 0.430 -0.526
F 2.99551 1.24698 1.99496 -1.171 0.738 -1.039
F 2.16484 -0.78950 1.59128 0.038 0.508 -1.380
F 3.23564 0.58396 -0.16160 -1.783 -0.852 0.503
F 0.77823 0.00618 -0.10930 1.460 -0.173 -0.299
F 1.56563 2.10718 0.12332 0.512 0.001 0.867


# 3
90
Properties=species:S:1:pos:R:3:forces:R:3 method="wB97M-V/def2-TZVPD" smiles=CC1(C)CCCC(C)(C)N1O.CC1(C)CCCC(C)(C)N1O.CO.CO.CO.CO.CO homo_ev=-8.404 energy_ha=-1547.15517 max_force_ev_per_a=1.59 orbital_gap_ev=8.85 lumo_energy_ha=0.0165
C 1.90961 3.32914 0.44092 -0.257 0.476 0.339
C 3.08824 2.59803 -0.23012 -1.517 0.478 0.057
C 2.64333 2.23046 -1.65023 0.146 0.118 -0.407
C 4.24404 3.58845 -0.28755 1.253 -0.099 -0.017
C 5.07357 3.65173 0.99626 -0.566 -0.012 -0.023
C 5.47875 2.27653 1.50689 -0.476 0.801 -0.643
C 4.28224 1.33488 1.65183 0.671 -0.732 0.675
C 4.90552 -0.07153 1.70821 -0.465 -0.423 0.124
C 3.54482 1.55648 2.97405 -0.269 0.296 0.074
N 3.44480 1.36866 0.45890 1.352 -0.165 -0.172
O 2.34064 0.50925 0.65746 -0.177 0.200 -0.341
H 1.57791 4.17429 -0.16975 0.112 -0.083 -0.126
H 1.02708 2.71171 0.61366 0.210 -0.262 -0.043
H 2.20774 3.75937 1.40061 -0.013 -0.065 -0.009
H 2.79038 3.07315 -2.33175 -0.149 0.108 0.144
H 3.24600 1.41918 -2.06468 -0.009 -0.056 0.163
H 1.58953 1.95504 -1.68757 0.032 -0.132 0.031
H 4.90888 3.37255 -1.13457 -0.064 -0.274 0.098
H 3.88303 4.60081 -0.47463 -0.362 -0.132 -0.159
H 5.95504 4.27444 0.83532 -0.053 0.071 0.070
H 4.44355 4.13626 1.75210 0.241 0.062 0.105
H 5.95007 2.44063 2.47424 0.188 -0.473 0.032
H 6.17939 1.82043 0.80316 0.157 0.073 0.098
H 5.34661 -0.29284 0.73570 0.145 -0.088 0.088
H 4.15142 -0.82902 1.94028 -0.060 0.051 -0.208
H 5.64817 -0.17890 2.50096 0.146 0.295 -0.087
H 4.26897 1.73531 3.76983 -0.017 -0.002 0.032
H 2.96036 0.68022 3.25061 -0.070 0.019 -0.090
H 2.86399 2.40710 2.92805 0.058 0.022 0.072
H 2.54490 -0.21192 0.05087 -0.281 -0.180 0.034
C -2.89507 0.20502 0.28679 0.603 0.666 -0.001
C -4.15771 0.99545 0.71231 0.110 -0.782 0.372
C -4.93120 0.16663 1.76259 0.344 0.509 -0.383
C -3.74466 2.29749 1.38790 0.046 -0.145 0.173
C -3.23779 3.35591 0.42977 -0.581 0.042 0.295
C -4.26919 3.57342 -0.65996 -0.441 0.420 0.029
C -4.76497 2.32232 -1.39155 0.502 -0.262 -0.042
C -6.07409 2.68350 -2.08523 -0.359 -0.660 0.033
C -3.71546 1.86752 -2.40699 0.374 -0.031 -0.569
N -5.07557 1.28545 -0.38373 -0.533 0.456 0.065
O -5.40196 0.05509 -1.04621 0.084 0.418 0.096
H -2.70748 -0.66123 0.92013 -0.269 -0.209 -0.179
H -2.91594 -0.04934 -0.76907 -0.096 -0.397 0.082
H -2.00003 0.82444 0.42430 -0.068 0.038 -0.116
H -5.83096 0.71920 2.03292 -0.101 -0.168 0.058
H -5.17816 -0.81790 1.37471 -0.088 -0.061 0.088
H -4.28816 0.07692 2.63983 -0.103 -0.177 0.064
H -4.58707 2.69718 1.96118 -0.101 0.021 -0.161
H -2.97854 2.04787 2.12688 0.000 -0.007 -0.005
H -3.20961 4.27275 1.02234 0.569 0.148 -0.252
H -2.25434 3.11490 0.02757 0.085 0.057 0.041
H -3.90740 4.31252 -1.38055 -0.012 -0.179 -0.170
H -5.15332 4.03624 -0.20614 0.072 -0.029 0.128
H -6.55405 1.79965 -2.51811 0.272 0.036 -0.227
H -5.90781 3.40012 -2.88695 -0.090 0.158 0.082
H -6.79661 3.03959 -1.34858 0.136 0.340 -0.052
H -2.70584 1.93200 -1.99494 -0.030 -0.021 0.010
H -3.73333 2.48273 -3.31270 -0.032 0.224 0.222
H -3.86129 0.85238 -2.77781 -0.185 -0.066 0.295
H -6.36082 0.11951 -1.09504 -0.033 -0.282 0.045
C -0.33143 -2.85080 0.50248 0.718 0.302 -0.208
O 1.00871 -3.34497 0.61261 -0.313 -0.075 0.032
H -0.65219 -2.55634 1.49914 -0.335 -0.163 -0.020
H -0.34277 -1.96137 -0.13246 -0.118 0.030 0.056
H -0.97540 -3.59717 0.03756 -0.131 -0.081 0.243
H 1.55589 -2.88172 -0.03002 0.298 -0.041 -0.112
C 4.05451 -1.76509 -1.79421 0.058 -0.135 -0.117
O 2.73817 -2.24396 -1.54427 -0.252 0.185 0.676
H 4.76193 -2.17512 -1.07128 -0.256 -0.173 0.132
H 4.38345 -2.09272 -2.78122 0.058 0.290 -0.069
H 4.09437 -0.67833 -1.68591 0.014 0.007 -0.266
H 2.28395 -2.47544 -2.36133 0.342 -0.055 -0.199
C 2.16512 -5.19618 -2.56421 -0.130 -0.687 0.683
O 2.66455 -4.35402 -3.59222 -0.155 0.077 -0.061
H 2.01720 -4.66731 -1.62008 0.081 0.118 -0.075
H 1.20835 -5.64387 -2.83525 -0.006 0.290 -0.374
H 2.82227 -6.04406 -2.35130 0.136 0.125 -0.117
H 3.62261 -4.41266 -3.57887 0.003 0.010 -0.027
C -4.29014 -3.10315 -0.75850 0.183 0.275 -0.240
O -5.01458 -3.98370 0.08880 0.209 -0.091 0.024
H -4.82829 -2.98536 -1.70032 -0.019 0.059 0.016
H -4.18109 -2.12677 -0.29440 -0.238 0.075 0.046
H -3.27031 -3.42018 -1.00049 -0.130 -0.367 0.104
H -4.45355 -4.72578 0.32064 -0.024 -0.023 0.027
C 0.80848 -6.41042 2.65416 -0.118 0.250 -0.478
O 1.72552 -6.01223 1.64311 -0.154 -0.230 0.192
H 1.09009 -7.39527 3.01624 0.184 0.033 0.095
H 0.79404 -5.68559 3.47161 0.005 -0.137 0.162
H -0.20889 -6.49860 2.25153 0.011 0.032 0.056
H 1.44924 -5.13906 1.33377 0.095 0.150 -0.114